Entry 1:
Here is a structure of composition C46H45FNP2RuS from OMol25. Energies are from ωB97M-V/def2-TZVPD.

Last column: Löwdin spin population.
Element x y z (Å)
1 Ru -0.503 1.581 0.380  2.98
2 C 0.214 2.477 2.662  0.10
3 C -0.932 3.116 2.116  0.04
4 C -0.495 3.897 0.997  0.10
5 C 0.900 3.713 0.848  0.10
6 C 1.339 2.838 1.875  0.13
7 C 2.761 2.461 2.146  0.01
8 C 1.764 4.404 -0.158  0.01
9 C -1.358 4.819 0.193  0.02
10 C -2.259 3.243 2.802  0.01
11 C 0.230 1.690 3.936  0.01
12 H 3.220 3.151 2.861  0.01
13 H 3.365 2.489 1.238  0.00
14 H 2.846 1.460 2.570  0.00
15 H 2.579 3.768 -0.511  0.00
16 H 2.219 5.306 0.266  0.00
17 H 1.182 4.707 -1.026  0.00
18 H -1.303 5.841 0.581  0.01
19 H -2.403 4.509 0.226  0.00
20 H -1.057 4.833 -0.854  0.00
21 H -2.262 4.115 3.465  0.00
22 H -2.478 2.366 3.409  0.00
23 H -3.079 3.365 2.095  0.00
24 H 0.103 2.351 4.799  0.00
25 H 1.169 1.155 4.067  0.00
26 H -0.582 0.959 3.970  0.00
27 N -0.077 -1.841 0.369  0.04
28 P 0.900 -0.463 0.651  0.07
29 C 1.754 -1.085 2.146  0.01
30 C 0.973 -1.499 3.226  0.01
31 C 1.558 -1.963 4.391  0.00
32 C 2.943 -2.007 4.500  0.01
33 C 3.729 -1.587 3.439  0.00
34 C 3.140 -1.129 2.266  0.01
35 C 2.233 -0.561 -0.580  0.00
36 C 2.785 -1.771 -0.998  0.00
37 C 3.844 -1.784 -1.890  0.00
38 C 4.375 -0.585 -2.354  0.00
39 C 3.836 0.621 -1.938  0.00
40 C 2.756 0.632 -1.065  0.00
41 P -1.635 -1.839 -0.276  0.16
42 C -1.560 -1.933 -2.066  0.01
43 C -0.474 -2.619 -2.611  0.01
44 C -0.402 -2.852 -3.975  0.00
45 C -1.409 -2.390 -4.810  0.01
46 C -2.498 -1.716 -4.273  0.00
47 C -2.586 -1.502 -2.907  0.01
48 C -2.164 -3.486 0.275  0.04
49 C -1.925 -3.919 1.583  0.03
50 C -2.491 -5.098 2.047  0.00
51 C -3.300 -5.858 1.217  0.03
52 C -3.543 -5.435 -0.085  0.00
53 C -2.990 -4.255 -0.549  0.02
54 H 0.328 -2.753 0.547  0.00
55 H -0.106 -1.437 3.157  0.00
56 H 0.936 -2.278 5.219  0.00
57 H 3.406 -2.363 5.411  0.00
58 H 4.808 -1.616 3.518  0.00
59 H 3.767 -0.806 1.445  0.00
60 H 2.400 -2.711 -0.618  0.00
61 H 4.264 -2.727 -2.218  0.00
62 H 5.204 -0.596 -3.050  0.00
63 H 4.227 1.555 -2.317  0.00
64 H 2.296 1.568 -0.770  0.00
65 H 0.329 -2.957 -1.970  0.00
66 H 0.449 -3.381 -4.385  0.00
67 H -1.347 -2.555 -5.877  0.00
68 H -3.288 -1.360 -4.920  0.00
69 H -3.458 -1.011 -2.502  0.00
70 H -1.278 -3.349 2.239  0.00
71 H -2.296 -5.422 3.062  0.00
72 H -3.739 -6.778 1.580  0.00
73 H -4.168 -6.027 -0.740  0.00
74 H -3.194 -3.931 -1.563  0.00
75 S -0.827 1.992 -2.006  0.19
76 C 0.533 1.772 -3.116  0.03
77 C 1.365 2.834 -3.469  0.01
78 C 2.375 2.662 -4.407  0.00
79 C 2.572 1.429 -5.013  0.01
80 C 1.743 0.368 -4.672  0.00
81 C 0.736 0.539 -3.736  0.01
82 H 1.203 3.805 -3.021  0.00
83 H 3.004 3.503 -4.672  0.00
84 H 3.357 1.299 -5.747  0.00
85 H 1.878 -0.601 -5.137  0.00
86 H 0.082 -0.281 -3.479  0.00
87 F -5.489 1.744 2.219  0.05
88 C -4.516 1.007 1.626  0.18
89 C -4.285 1.169 0.258  0.01
90 C -3.303 0.442 -0.360  0.14
91 C -2.487 -0.488 0.384  0.14
92 C -2.717 -0.550 1.813  0.18
93 C -3.727 0.177 2.403  0.00
94 H -4.871 1.886 -0.301  0.00
95 H -3.101 0.621 -1.404  0.01
96 H -2.116 -1.203 2.431  0.01
97 H -3.900 0.118 3.470  0.00

Properties
**E_tot**: -84633.7151 eV
**HOMO-LUMO gap (alpha / beta)**: 5.046 / 7.003 eV
**2S+1**: 6
**LUMO energy (alpha / beta)**: 0.0150 / -0.0118 hartree
**Energy relative to the best compared isomer or geometry (same formula, charge and spin)**: 56.22 kJ/mol



Entry 2:
Here is a structure of composition C46H46BrCl2IIrN3OS6 in a non-equilibrium geometry from OMol25. Energies are from ωB97M-V/def2-TZVPD.

Last column: Löwdin spin population.
Element x y z (Å)
1 Ir -0.563 -0.336 -0.929  0.73
2 S -6.411 2.647 -4.016  0.00
3 C -5.073 1.975 -3.328  0.00
4 S -4.594 0.334 -3.567  0.00
5 C -3.153 0.361 -2.585  0.01
6 C -2.882 1.533 -1.972  0.00
7 S -1.503 1.759 -0.965  0.08
8 S -4.009 2.832 -2.278  0.00
9 S -2.118 -1.008 -2.456  0.05
10 C -1.005 -4.323 0.950  0.00
11 C -2.450 -4.111 0.506  0.00
12 C -2.617 -4.422 -0.984  0.00
13 C -3.150 -2.799 0.883  0.01
14 C -4.519 -2.950 1.112  0.00
15 C -5.320 -1.917 1.556  0.01
16 C -4.747 -0.689 1.829  0.00
17 C -3.393 -0.470 1.608  0.01
18 C -2.795 0.870 2.001  0.00
19 C -2.516 0.931 3.507  0.00
20 C -3.682 2.051 1.600  0.00
21 C -2.608 -1.514 1.079  0.01
22 N -1.243 -1.178 0.789  0.10
23 C -0.345 -1.177 1.765  -0.03
24 C 0.867 -0.492 1.547  -0.01
25 N 1.007 0.203 0.424  -0.03
26 C 2.109 1.114 0.376  0.00
27 C 2.108 2.243 1.224  0.00
28 C 3.230 3.067 1.227  0.00
29 C 4.309 2.819 0.395  0.00
30 C 4.279 1.727 -0.457  0.00
31 C 3.198 0.848 -0.467  0.00
32 C 3.244 -0.416 -1.299  0.00
33 C 3.616 -1.620 -0.425  0.00
34 C 4.186 -0.337 -2.497  0.00
35 C 0.936 2.629 2.120  0.00
36 C 0.140 3.779 1.499  0.00
37 C 1.366 3.008 3.540  0.00
38 C 1.722 -0.679 2.741  0.00
39 C 2.998 -0.345 3.105  0.00
40 C 3.459 -0.725 4.397  0.00
41 C 2.674 -1.404 5.291  0.00
42 C 1.347 -1.772 4.933  0.00
43 C 0.408 -2.477 5.735  -0.01
44 C -0.837 -2.761 5.238  0.00
45 C -1.240 -2.388 3.926  -0.01
46 C -0.350 -1.718 3.133  0.00
47 C 0.927 -1.406 3.664  -0.01
48 H -0.701 -5.335 0.670  0.00
49 H -0.898 -4.237 2.031  0.00
50 H -0.309 -3.638 0.481  0.00
51 H -3.035 -4.863 1.046  0.00
52 H -2.092 -3.695 -1.596  0.00
53 H -3.668 -4.402 -1.282  0.00
54 H -2.212 -5.413 -1.204  0.00
55 H -4.955 -3.931 0.951  0.00
56 H -6.380 -2.076 1.715  0.00
57 H -5.360 0.116 2.218  0.00
58 H -1.847 0.979 1.479  0.00
59 H -3.441 0.783 4.073  0.00
60 H -2.114 1.914 3.769  0.00
61 H -1.799 0.173 3.830  0.00
62 H -4.544 2.146 2.266  0.00
63 H -4.052 1.956 0.579  0.00
64 H -3.112 2.980 1.668  0.00
65 H 3.253 3.929 1.884  0.00
66 H 5.171 3.477 0.408  0.00
67 H 5.122 1.537 -1.108  0.00
68 H 2.238 -0.600 -1.678  0.00
69 H 4.634 -1.502 -0.039  0.00
70 H 3.562 -2.543 -1.005  0.00
71 H 2.935 -1.734 0.417  0.00
72 H 5.235 -0.324 -2.185  0.00
73 H 3.997 0.542 -3.117  0.00
74 H 4.044 -1.221 -3.121  0.00
75 H 0.268 1.777 2.216  0.00
76 H 0.766 4.673 1.416  0.00
77 H -0.723 4.025 2.125  0.00
78 H -0.224 3.533 0.502  0.00
79 H 1.877 3.975 3.567  0.00
80 H 2.026 2.258 3.978  0.00
81 H 0.482 3.094 4.176  0.00
82 H 3.658 0.200 2.442  0.00
83 H 4.470 -0.458 4.679  0.00
84 H 3.062 -1.668 6.268  0.00
85 H 0.680 -2.786 6.738  0.00
86 H -1.545 -3.296 5.860  0.00
87 H -2.234 -2.640 3.577  0.00
88 Br 2.749 -1.442 -6.040  0.00
89 C 1.482 -0.332 -6.900  0.00
90 C 1.326 -0.480 -8.274  0.00
91 C 0.404 0.296 -8.955  0.00
92 C -0.366 1.220 -8.263  0.00
93 C -0.208 1.366 -6.895  0.00
94 C 0.720 0.595 -6.200  0.01
95 I 0.861 0.877 -4.144  0.02
96 H 1.929 -1.210 -8.797  0.00
97 H 0.285 0.171 -10.024  0.00
98 H -1.095 1.827 -8.784  0.00
99 H -0.811 2.080 -6.350  0.00
100 Cl 1.199 4.008 -2.062  0.00
101 C 2.520 5.165 -2.026  0.00
102 Cl 3.621 4.988 -3.410  0.00
103 H 3.094 4.991 -1.126  0.00
104 H 2.109 6.166 -2.055  0.00
105 O 1.706 -4.148 -2.057  0.00
106 S 0.746 -3.093 -2.396  0.01
107 N 0.491 -2.041 -1.409  0.03

Properties
**Net charge**: -1
**E_tot**: -226009.3936 eV
**HOMO-LUMO gap (alpha / beta)**: 4.519 / 5.280 eV
**2S+1**: 2
**LUMO energy (alpha / beta)**: 0.0357 / 0.0405 hartree
**Energy relative to the best compared isomer or geometry (same formula, charge and spin)**: 131.89 kJ/mol



Entry 3:
Here is a structure of composition C46H47B2Cl5CsF2Ge2N11SSe in a non-equilibrium geometry from OMol25. Energies are from ωB97M-V/def2-TZVPD.

Last column: Löwdin charge in e.
Element x y z (Å)
1 Cs 0.106 0.423 -0.951  0.82
2 C 0.749 -3.858 0.108  -0.04
3 C 1.868 -3.088 -0.514  -0.37
4 C 3.180 -2.898 -0.031  -0.03
5 C 3.759 -2.065 -0.951  -0.08
6 N 2.853 -1.799 -1.915  -0.01
7 N 1.684 -2.436 -1.650  0.09
8 B 3.127 -0.829 -3.099  -0.68
9 N 3.707 0.483 -2.521  -0.01
10 C 4.977 0.855 -2.279  -0.10
11 C 4.950 1.998 -1.516  -0.03
12 C 3.579 2.265 -1.330  -0.36
13 C 2.954 3.381 -0.564  -0.04
14 N 2.836 1.346 -1.932  0.04
15 N 1.869 -0.516 -3.944  0.00
16 C 1.926 0.028 -5.178  -0.08
17 C 0.644 0.319 -5.578  -0.03
18 C -0.163 -0.094 -4.497  -0.37
19 C -1.655 -0.030 -4.356  -0.04
20 N 0.585 -0.585 -3.522  -0.05
21 N 4.153 -1.519 -4.041  -0.01
22 C 4.028 -2.803 -4.418  -0.08
23 C 5.003 -3.072 -5.353  -0.04
24 C 5.693 -1.854 -5.487  -0.38
25 C 6.879 -1.540 -6.345  -0.06
26 N 5.172 -0.922 -4.701  0.11
27 H 1.001 -4.914 0.221  0.08
28 H 0.510 -3.477 1.104  0.06
29 H -0.143 -3.781 -0.513  0.07
30 H 3.616 -3.289 0.870  0.08
31 H 4.744 -1.631 -0.984  0.12
32 H 5.797 0.294 -2.689  0.10
33 H 5.789 2.566 -1.152  0.09
34 H 3.360 4.347 -0.874  0.08
35 H 1.877 3.399 -0.714  0.02
36 H 3.130 3.274 0.508  0.04
37 H 2.874 0.165 -5.669  0.11
38 H 0.328 0.750 -6.513  0.09
39 H -2.134 -0.073 -5.335  0.07
40 H -2.020 -0.865 -3.758  0.06
41 H -1.973 0.892 -3.862  0.04
42 H 3.252 -3.418 -3.995  0.12
43 H 5.190 -4.003 -5.861  0.08
44 H 6.986 -2.276 -7.143  0.06
45 H 6.776 -0.555 -6.799  0.07
46 H 7.805 -1.541 -5.765  0.07
47 Cl -5.358 3.463 -2.544  0.62
48 C -5.243 1.780 -2.149  -0.71
49 C -4.033 1.280 -1.635  -0.72
50 C -4.044 -0.095 -1.349  -0.66
51 Cl -2.588 -0.815 -0.728  0.55
52 C -5.149 -0.914 -1.535  -0.69
53 Cl -5.073 -2.598 -1.146  0.69
54 C -6.327 -0.378 -2.040  -0.72
55 Cl -7.724 -1.374 -2.275  0.63
56 C -6.362 0.979 -2.352  -0.70
57 Cl -7.832 1.653 -2.983  0.63
58 F -1.886 1.409 4.263  0.07
59 B -1.440 0.612 3.214  -1.07
60 F -2.225 0.750 2.088  0.04
61 S 2.535 2.182 3.257  0.56
62 C 1.059 1.551 3.042  -0.81
63 N 0.016 1.052 2.855  0.18
64 C -4.695 -1.856 2.269  -0.26
65 Ge -3.139 -2.879 2.871  0.70
66 C -3.789 -4.275 4.100  -0.26
67 C -2.452 -3.845 1.312  -0.26
68 Ge -1.487 -1.449 3.890  1.00
69 C -1.955 -1.459 5.821  -0.31
70 C -3.278 -1.392 6.256  -0.13
71 C -3.598 -1.329 7.607  -0.11
72 C -2.589 -1.329 8.558  -0.12
73 C -1.265 -1.382 8.148  -0.11
74 C -0.956 -1.445 6.795  -0.10
75 C 0.161 -2.546 3.856  -0.33
76 C 1.424 -1.983 3.675  -0.10
77 C 2.576 -2.761 3.705  -0.10
78 C 2.488 -4.130 3.901  -0.11
79 C 1.240 -4.714 4.082  -0.10
80 C 0.098 -3.928 4.065  -0.13
81 H -5.362 -2.505 1.697  -0.01
82 H -4.375 -1.031 1.634  -0.01
83 H -5.245 -1.439 3.113  0.01
84 H -4.836 -4.484 3.871  0.01
85 H -3.709 -3.980 5.144  0.00
86 H -3.216 -5.192 3.957  0.00
87 H -3.207 -4.566 0.990  0.02
88 H -1.533 -4.379 1.550  0.00
89 H -2.253 -3.162 0.487  -0.04
90 H -4.086 -1.388 5.531  0.09
91 H -4.636 -1.279 7.914  0.09
92 H -2.833 -1.278 9.613  0.09
93 H -0.469 -1.371 8.883  0.09
94 H 0.085 -1.498 6.498  0.10
95 H 1.526 -0.919 3.511  0.07
96 H 3.539 -2.290 3.559  0.10
97 H 3.383 -4.740 3.909  0.09
98 H 1.158 -5.783 4.237  0.09
99 H -0.863 -4.405 4.224  0.08
100 C 0.109 4.598 -3.020  -0.03
101 N -0.188 5.123 -1.706  -0.11
102 C -0.299 4.342 -0.600  -0.14
103 Se -2.510 2.358 -1.302  0.47
104 N -0.591 5.230 0.388  0.09
105 C -0.697 6.534 -0.068  -0.19
106 C -0.991 7.738 0.548  -0.02
107 C -1.002 8.874 -0.251  -0.12
108 C -0.724 8.804 -1.619  -0.11
109 C -0.427 7.594 -2.233  -0.02
110 C -0.423 6.462 -1.434  -0.17
111 H 0.023 3.514 -2.972  0.07
112 H 1.117 4.874 -3.335  0.09
113 H -0.619 4.970 -3.743  0.09
114 H -0.794 4.915 1.322  0.15
115 H -1.208 7.790 1.606  0.11
116 H -1.232 9.832 0.197  0.09
117 H -0.743 9.709 -2.211  0.09
118 H -0.211 7.538 -3.291  0.10

Properties
**Net charge**: -2
**E_tot**: -324028.3765 eV
**HOMO-LUMO gap**: 6.173 eV
**2S+1**: 1
**LUMO energy**: 0.1311 hartree
**Energy relative to the best compared isomer or geometry (same formula, charge and spin)**: 95.86 kJ/mol



Number 3 is which compound? C46H47B2Cl5CsF2Ge2N11SSe



Look up the E_tot of the third one. -324028.3765 eV



What is the 2S+1 in the second record? 2



Number 1 is which compound? C46H45FNP2RuS